Molecular formula: C52H112O35
Method: DFT, wB97M-V/def2-TZVPD

```
199
Properties=species:S:1:pos:R:3:lowdin_charge:R:1
C -29.670 7.553 4.200 -0.069
O -30.728 6.543 4.097 -0.190
C -30.204 5.351 3.446 -0.193
C -31.213 4.456 2.955 -0.201
O -31.833 4.913 1.754 -0.156
C -33.044 4.328 1.394 -0.107
H -30.074 8.229 4.936 0.079
H -29.580 8.078 3.259 0.081
H -28.720 7.061 4.487 0.087
H -29.544 4.780 4.162 0.123
H -29.527 5.641 2.661 0.117
H -31.932 4.264 3.742 0.126
H -30.827 3.509 2.728 0.100
H -33.292 4.615 0.395 0.062
H -33.967 4.583 1.967 0.094
H -32.924 3.238 1.458 0.095
C -21.178 0.304 0.960 -0.136
O -22.006 1.337 0.563 -0.154
C -23.402 1.085 0.842 -0.146
C -24.021 0.009 -0.035 -0.145
O -25.348 -0.223 0.473 -0.237
C -26.051 -1.151 -0.240 -0.147
H -20.188 0.557 0.635 0.085
H -21.341 -0.717 0.688 0.080
H -21.052 0.257 2.034 0.072
H -23.920 1.977 0.607 0.099
H -23.507 0.835 1.871 0.099
H -23.548 -0.983 -0.012 0.127
H -24.128 0.278 -1.116 0.113
H -25.990 -0.877 -1.293 0.084
H -27.122 -1.203 0.146 0.111
H -25.643 -2.180 -0.076 0.094
C -31.662 5.200 -1.862 -0.089
O -31.960 3.843 -1.458 -0.209
C -32.805 3.232 -2.419 -0.210
C -32.727 1.684 -2.225 -0.123
O -31.399 1.149 -2.526 -0.187
C -30.994 1.286 -3.815 -0.167
H -32.580 5.834 -1.931 0.100
H -31.103 5.135 -2.827 0.090
H -31.001 5.697 -1.163 0.077
H -32.438 3.431 -3.377 0.075
H -33.861 3.556 -2.414 0.134
H -33.477 1.248 -2.903 0.124
H -32.842 1.402 -1.216 0.106
H -30.009 0.809 -3.856 0.097
H -30.809 2.338 -4.163 0.090
H -31.745 0.893 -4.491 0.085
C -28.147 2.475 5.430 -0.118
O -27.948 2.167 4.062 -0.196
C -26.921 2.973 3.428 -0.183
C -26.776 2.599 2.017 -0.175
O -27.796 3.279 1.241 -0.197
C -28.698 2.417 0.592 -0.108
H -28.677 3.523 5.723 0.121
H -27.216 2.472 5.992 0.061
H -28.816 1.732 5.887 0.076
H -25.936 2.742 3.972 0.144
H -27.105 4.020 3.524 0.111
H -26.840 1.488 1.868 0.123
H -25.808 3.015 1.628 0.125
H -28.219 2.033 -0.350 0.092
H -29.562 3.033 0.315 0.088
H -28.981 1.481 1.094 0.083
C -30.972 -0.596 3.447 -0.013
C -31.239 0.803 4.177 -0.157
O -32.603 1.197 3.873 0.044
C -33.104 1.917 4.872 -0.578
O -32.504 2.342 5.847 0.081
O -34.440 2.056 4.692 -0.015
C -35.303 2.446 5.804 0.000
H -31.696 -1.293 3.814 0.061
H -30.002 -0.962 3.592 0.029
H -31.126 -0.447 2.357 0.087
H -30.540 1.470 3.689 0.088
H -31.062 0.894 5.232 0.102
H -34.829 1.951 6.680 0.097
H -36.319 2.087 5.625 0.101
H -35.210 3.525 6.023 0.077
C -26.307 -0.746 7.643 -0.052
C -25.195 0.259 7.862 -0.190
O -24.850 0.690 6.504 0.015
C -23.613 1.143 6.304 -0.648
O -22.695 1.221 7.087 0.112
O -23.574 1.599 5.079 -0.017
C -22.305 1.847 4.547 -0.044
H -26.741 -1.044 8.625 0.089
H -25.892 -1.570 6.986 0.092
H -27.120 -0.200 7.081 0.082
H -24.303 -0.130 8.307 0.105
H -25.443 1.119 8.524 0.123
H -21.763 0.843 4.424 0.105
H -21.729 2.510 5.220 0.107
H -22.485 2.189 3.545 0.084
C -28.865 5.438 13.453 -0.056
C -29.638 6.379 12.512 -0.153
O -28.712 6.679 11.360 0.018
C -29.381 6.723 10.201 -0.628
O -30.549 6.744 10.051 0.146
O -28.389 6.548 9.297 -0.013
C -28.840 6.450 7.949 -0.040
H -28.041 6.021 13.750 0.054
H -28.485 4.597 12.927 0.053
H -29.419 5.064 14.330 0.090
H -29.888 7.355 12.959 0.121
H -30.611 5.955 12.155 0.125
H -29.812 5.998 7.825 0.085
H -28.085 5.842 7.429 0.089
H -28.831 7.378 7.322 0.092
C -33.638 6.075 6.012 -0.043
C -34.233 6.584 4.653 -0.139
O -35.249 5.624 4.158 0.014
C -36.494 5.696 4.623 -0.633
O -37.334 4.970 4.180 0.130
O -36.673 6.627 5.582 -0.033
C -38.027 6.645 6.031 -0.040
H -34.329 6.233 6.799 0.057
H -32.665 6.436 6.264 0.063
H -33.572 4.991 5.940 0.047
H -33.456 6.507 3.875 0.104
H -34.570 7.662 4.696 0.138
H -38.090 7.604 6.603 0.110
H -38.192 5.767 6.645 0.096
H -38.731 6.703 5.202 0.095
C -21.752 4.955 -1.962 -0.066
C -22.512 4.682 -0.650 -0.166
O -23.784 5.433 -0.838 -0.021
C -24.494 5.811 0.255 -0.583
O -24.298 5.380 1.372 0.102
O -25.584 6.466 -0.180 -0.027
C -26.350 7.066 0.908 -0.006
H -21.177 5.891 -1.899 0.068
H -22.608 5.058 -2.695 0.085
H -21.073 4.156 -2.393 0.092
H -22.010 5.012 0.268 0.127
H -22.807 3.660 -0.647 0.069
H -27.104 7.638 0.369 0.094
H -25.706 7.675 1.543 0.100
H -26.839 6.230 1.409 0.084
C -26.971 -1.232 3.510 -0.050
C -25.563 -1.608 3.186 -0.189
O -24.891 -2.112 4.366 0.050
C -23.641 -1.735 4.588 -0.556
O -22.852 -1.194 3.851 0.117
O -23.361 -2.086 5.893 -0.028
C -22.046 -1.838 6.437 -0.023
H -27.160 -0.465 4.206 0.056
H -27.557 -2.140 3.672 0.087
H -27.324 -0.859 2.521 0.075
H -25.075 -0.675 2.929 0.102
H -25.507 -2.281 2.335 0.123
H -22.109 -2.012 7.497 0.098
H -21.769 -0.830 6.291 0.049
H -21.252 -2.358 5.892 0.102
C -32.287 3.702 8.767 -0.053
C -31.687 2.364 9.064 -0.205
O -30.296 2.303 8.734 0.029
C -29.428 2.957 9.514 -0.622
O -29.676 3.425 10.573 0.155
O -28.234 2.844 8.945 -0.010
C -27.120 3.522 9.591 -0.002
H -31.786 4.482 9.267 0.043
H -33.319 3.716 9.104 0.088
H -32.231 3.936 7.676 0.073
H -32.112 1.562 8.499 0.109
H -31.765 2.122 10.122 0.123
H -27.448 4.410 10.080 0.061
H -26.440 3.662 8.699 0.106
H -26.734 2.988 10.444 0.091
C -24.358 4.919 6.786 -0.064
C -24.320 6.260 6.123 -0.171
O -25.694 6.870 6.234 0.011
C -25.667 8.234 6.255 -0.591
O -24.687 8.895 6.340 0.150
O -26.888 8.658 5.914 -0.022
C -27.223 9.957 6.272 -0.065
H -24.604 5.122 7.780 0.053
H -23.365 4.480 6.763 0.087
H -25.143 4.300 6.287 0.089
H -24.049 6.145 5.053 0.135
H -23.605 6.910 6.610 0.114
H -26.445 10.675 6.271 0.080
H -27.687 9.958 7.255 0.099
H -27.938 10.345 5.525 0.105
C -27.878 4.677 -2.559 -0.050
C -26.495 4.159 -2.237 -0.157
O -26.337 2.876 -2.967 0.058
C -25.119 2.410 -3.045 -0.600
O -24.192 2.785 -2.373 0.121
O -25.072 1.376 -3.906 -0.006
C -23.885 0.656 -4.017 -0.073
H -28.604 3.879 -2.334 0.075
H -28.102 4.956 -3.591 0.081
H -28.153 5.571 -2.006 0.075
H -26.271 4.016 -1.207 0.102
H -25.700 4.812 -2.563 0.115
H -23.950 0.117 -5.009 0.112
H -23.914 -0.213 -3.313 0.092
H -22.989 1.252 -3.942 0.092
```

Values from the calculation:
Calculated total energy   -4681.7314 Eh
2S+1   1
LUMO   0.023 hartree